(1)
C45H31Br2N6O7Y | the ωB97M-V functional and the def2-TZVPD basis

Values from the calculation:
Energy above the lowest of the compared OMol25 structures with the same formula, charge and spin: 0.0 kcal per mole
Highest occupied orbital energy: -3.2 eV
LUMO energy: 0.1401 hartree
M: 1016.5 g mol⁻¹
Kohn-Sham gap: 7.03 eV

Structure (ORCA input):
```
! RIJCOSX wB97M-V def2-TZVPD def2/J DEFGRID3
* xyz -2 1
H 2.904 -4.375 4.076
H 3.063 1.533 4.198
O -0.876 -2.831 0.842
H 0.560 -4.531 4.755
C -3.451 -0.523 1.497
H -5.321 4.346 2.613
H 1.096 6.218 0.569
O -2.681 -0.476 0.408
C -3.519 1.939 1.078
O -3.151 -1.576 -2.242
Br 0.160 2.372 3.609
C 2.456 -3.738 2.126
C -0.148 -3.800 2.870
C 0.791 -4.215 3.746
H 3.112 -2.753 -0.082
C -4.004 -2.470 -2.427
H -4.252 -1.240 1.457
C 0.099 -3.258 1.575
H 2.998 2.619 -6.302
H 1.679 -0.633 1.690
C 2.719 1.781 -5.655
N -2.448 -4.129 -1.417
C 3.436 1.736 3.153
C 0.000 2.011 -0.885
H 0.667 1.941 -6.361
C 4.536 2.509 2.952
C 1.334 1.459 -5.675
C 2.039 -2.610 0.035
C -5.308 2.331 3.262
H 2.758 4.735 -3.125
C -4.586 -4.887 -2.049
C 3.019 6.731 -1.225
Br -0.274 -5.737 -0.584
N -2.779 -1.097 2.781
C 3.163 1.574 0.758
C -2.129 -5.363 -1.107
Y -1.277 -1.424 -0.944
C 0.894 0.480 -4.779
H -5.520 -4.593 -2.513
C 2.148 -4.065 3.420
H -0.470 -1.189 2.126
C 2.106 5.591 -1.257
H 2.596 1.245 -0.108
H -3.415 4.078 1.027
H 4.653 1.460 -4.968
H 5.960 3.196 1.454
H -4.977 -6.990 -1.757
C -3.854 3.224 1.491
C -4.895 3.371 2.417
H -4.378 -0.642 3.642
N 2.028 -1.353 -1.819
C 3.187 0.242 -3.994
C 0.443 0.656 2.842
H -0.171 0.139 -4.837
N -1.781 -0.165 3.219
C -3.979 0.869 1.839
C 1.548 0.354 2.222
C 1.450 -3.259 1.237
C 1.208 -1.071 -2.815
H -2.656 -7.457 -0.912
C -3.639 -3.862 -1.934
O -0.004 -1.384 -2.939
C -0.635 -0.333 2.726
C 0.457 4.332 -0.154
N 1.316 -1.887 -0.781
H -2.289 -1.989 2.520
C -2.951 -6.443 -1.261
O -4.999 0.071 3.854
N 3.898 7.465 -1.350
H 1.332 2.798 -3.046
C 4.291 2.390 0.564
C 1.234 5.449 -0.203
H -6.000 2.506 4.085
C -4.251 -6.157 -1.682
O 4.066 -0.363 -3.142
C -4.783 1.084 2.987
C 5.009 2.800 1.695
H 5.029 2.936 3.858
C -0.315 0.844 -0.804
O -5.072 -2.377 -3.035
C 2.766 1.192 2.050
H 4.625 2.500 -0.417
C 1.331 3.498 -2.236
H -1.224 -3.831 3.141
C 1.786 -0.125 -3.899
H -0.083 4.140 0.728
H 3.557 -0.803 -2.411
H 3.543 -3.701 1.884
C 2.123 4.629 -2.271
H -2.836 1.800 0.237
C 3.642 1.230 -4.834
C 0.564 3.300 -1.077
*
```

(2)
C6H10 | the ωB97M-V functional and the def2-TZVPD basis

Values from the calculation:
Energy above the lowest of the compared OMol25 structures with the same formula, charge and spin: 103.7 kcal per mole
Highest occupied orbital energy: -8.6 eV
LUMO energy: 0.0389 hartree
M: 82.1 g mol⁻¹
Kohn-Sham gap: 9.64 eV

Structure (ORCA input):
```
! RIJCOSX wB97M-V def2-TZVPD def2/J DEFGRID3
* xyz 0 1
C -0.563 -1.117 -0.404
H -1.431 0.125 -1.920
H 0.481 1.453 -1.538
H 1.347 0.018 2.429
H -1.134 -2.046 -0.473
H -2.101 0.486 -0.329
C -1.184 0.193 -0.861
C 0.005 1.146 -0.604
H 1.543 -0.348 -0.717
C 0.675 0.363 1.650
C 0.254 -0.865 0.806
H 0.546 -1.172 -1.275
H -0.288 2.063 -0.077
H 0.834 -1.735 1.119
H -0.007 1.152 2.006
C 1.022 0.285 0.188
*
```

(3)
C5H13NO2 | the ωB97M-V functional and the def2-TZVPD basis

Values from the calculation:
SMILES: CC(N)=O.CCCO
Energy above the lowest of the compared OMol25 structures with the same formula, charge and spin: 31.9 kcal per mole
Highest occupied orbital energy: -10.0 eV
LUMO energy: 0.0299 hartree
M: 119.2 g mol⁻¹
Kohn-Sham gap: 10.82 eV

Structure (ORCA input):
```
! RIJCOSX wB97M-V def2-TZVPD def2/J DEFGRID3
* xyz 0 1
N 3.761 0.658 1.064
O 1.464 0.914 0.847
H 3.611 0.327 2.029
C 2.543 -0.142 -0.973
H -2.116 -0.128 1.596
H 3.544 -0.459 -1.246
H 1.944 -1.048 -0.824
H 2.065 0.423 -1.766
H -1.585 1.167 0.493
H -2.782 0.028 -1.365
C -2.364 0.424 0.684
H -3.224 -1.276 -0.280
H -1.256 -1.788 -1.749
H -0.392 -0.423 -1.064
C 2.504 0.529 0.369
C -1.124 -1.199 -0.839
H -3.601 1.681 1.526
C -2.452 -0.533 -0.488
H -0.703 -1.853 -0.077
H 3.815 1.671 1.238
O -3.650 1.025 0.823
*
```

(4)
Cl2H2NOP | the ωB97M-V functional and the def2-TZVPD basis

Values from the calculation:
SMILES: N=P(O)(Cl)Cl
Energy above the lowest of the compared OMol25 structures with the same formula, charge and spin: 7.0 kcal per mole
Highest occupied orbital energy: -9.7 eV
LUMO energy: 0.0130 hartree
M: 133.9 g mol⁻¹
Kohn-Sham gap: 10.08 eV

Structure (ORCA input):
```
! RIJCOSX wB97M-V def2-TZVPD def2/J DEFGRID3
* xyz 0 1
H 0.287 0.005 -1.878
N 0.257 -0.142 -0.812
P -1.120 -0.006 0.030
Cl -2.153 1.723 -0.079
H -0.748 -0.828 1.927
Cl -2.580 -1.380 -0.212
O -0.821 0.035 1.579
*
```

| no. | electronic energy (a.u.) |
| --- | --- |
| 1 | -7775.1734 |
| 2 | -234.4373 |
| 3 | -403.5258 |
| 4 | -1392.9945 |